Molecular formula: C30H75CrCsN5O8PS
Method: DFT, ωB97M-V/def2-TZVPD

Output
2S+1: 5
<S²>: 6.07
E_tot: -3867.8813 a.u.
largest force on an atom: 5.44 eV/Å
frontier orbital gap (spin up / spin down): 6.8 / 5.0 eV

Geometry as XYZ:
```
122
Properties=species:S:1:pos:R:3:mulliken_charge:R:1
Cr 9.454 -25.847 16.557 0.624
Cs 14.395 -23.284 17.545 1.334
P 9.962 -27.520 14.572 0.833
O 11.339 -27.827 14.042 -0.488
O 8.720 -28.336 14.209 -0.399
O 9.648 -25.999 14.665 -0.468
O 10.017 -27.597 16.128 -0.509
S 11.130 -23.876 17.128 1.395
O 11.600 -23.432 18.394 -0.072
O 11.279 -25.318 16.969 -0.903
O 9.667 -23.938 16.988 -0.048
O 11.768 -23.260 16.002 -0.784
C 11.068 -22.602 21.827 -1.167
C 9.669 -23.020 21.261 0.608
N 8.793 -23.519 22.339 0.066
C 9.224 -24.849 22.841 -0.141
C 8.520 -25.338 24.137 -1.479
C 7.422 -23.546 21.825 -0.146
C 6.835 -22.131 21.784 -1.172
H 10.923 -22.031 22.744 0.500
H 11.553 -21.958 21.094 -0.114
H 11.690 -23.457 22.093 0.298
H 9.208 -22.117 20.860 -0.492
H 9.815 -23.740 20.457 -0.026
H 9.136 -25.569 22.028 0.213
H 10.289 -24.774 23.059 0.259
H 9.101 -26.203 24.457 0.447
H 8.461 -24.552 24.889 0.334
H 7.483 -25.651 24.018 0.348
H 6.837 -24.118 22.546 0.419
H 7.397 -24.023 20.845 0.187
H 7.372 -21.437 21.137 0.086
H 6.836 -21.754 22.807 0.377
H 5.782 -22.163 21.506 0.383
C 11.725 -26.405 20.194 -0.969
C 13.190 -26.355 19.965 0.104
N 13.843 -27.626 19.576 0.239
C 15.275 -27.426 19.263 -0.517
C 16.115 -27.155 20.555 -0.998
C 13.561 -28.662 20.497 -0.369
C 14.109 -29.979 19.927 -1.530
H 11.320 -25.422 20.434 -0.114
H 11.506 -26.973 21.097 0.723
H 11.207 -26.788 19.315 0.115
H 13.205 -25.709 19.087 -0.332
H 13.713 -25.890 20.800 0.131
H 15.377 -26.577 18.586 0.193
H 15.706 -28.275 18.732 0.428
H 16.049 -28.050 21.174 0.308
H 15.701 -26.317 21.116 0.194
H 17.173 -27.022 20.329 0.405
H 13.953 -28.522 21.505 0.328
H 12.481 -28.787 20.571 0.487
H 13.873 -30.186 18.883 0.320
H 15.171 -30.104 20.138 0.300
H 13.572 -30.778 20.439 0.478
C 13.478 -20.149 19.340 -1.479
C 14.623 -20.698 20.204 -0.845
N 15.769 -21.265 19.491 0.788
C 16.695 -21.829 20.461 -0.881
C 16.154 -23.119 21.129 -0.968
C 16.424 -20.275 18.628 -0.672
C 17.622 -20.750 17.759 -1.179
H 13.176 -20.894 18.604 0.178
H 13.724 -19.220 18.825 0.577
H 12.550 -19.943 19.874 0.542
H 14.998 -19.944 20.897 0.309
H 14.201 -21.399 20.924 0.257
H 17.591 -22.108 19.907 0.389
H 17.047 -21.114 21.205 0.297
H 15.816 -23.802 20.350 0.059
H 16.975 -23.612 21.649 0.503
H 15.340 -23.002 21.845 0.352
H 16.639 -19.331 19.128 0.344
H 15.695 -19.987 17.871 0.344
H 17.405 -21.718 17.307 0.192
H 18.492 -20.810 18.414 0.360
H 17.820 -20.030 16.964 0.412
C 10.220 -17.568 13.945 -1.129
C 10.780 -18.472 12.844 -0.415
N 10.056 -19.729 12.644 0.103
C 10.263 -20.608 13.816 -0.277
C 9.310 -21.793 14.008 -0.859
C 10.459 -20.460 11.421 -0.268
C 9.923 -19.670 10.175 -1.333
H 9.148 -17.407 13.831 0.289
H 10.736 -16.608 13.908 0.451
H 10.452 -17.986 14.924 0.161
H 10.730 -17.962 11.882 0.361
H 11.808 -18.791 13.015 0.316
H 11.205 -21.142 13.697 0.173
H 10.432 -20.040 14.730 0.199
H 9.342 -22.488 13.170 0.433
H 9.563 -22.421 14.862 -0.211
H 8.284 -21.447 14.133 0.291
H 9.983 -21.440 11.449 0.279
H 11.536 -20.580 11.302 0.288
H 8.854 -19.471 10.247 0.306
H 10.053 -20.267 9.272 0.440
H 10.443 -18.738 9.951 0.362
C 6.205 -22.424 18.099 -1.748
C 7.548 -21.671 18.012 1.193
N 7.558 -20.222 17.728 0.142
C 6.759 -19.448 18.687 -0.089
C 6.735 -17.963 18.186 -1.480
C 8.956 -19.761 17.483 -0.024
C 9.916 -20.008 18.661 -0.519
H 5.446 -21.940 18.713 0.326
H 6.322 -23.468 18.388 0.314
H 5.682 -22.409 17.144 0.491
H 8.021 -21.859 18.976 -0.346
H 8.030 -22.124 17.146 -0.288
H 5.796 -19.957 18.724 0.440
H 7.236 -19.489 19.666 0.064
H 6.497 -17.809 17.134 0.361
H 6.009 -17.466 18.830 0.436
H 7.683 -17.441 18.314 0.335
H 8.937 -18.694 17.262 0.438
H 9.376 -20.378 16.689 -0.691
H 10.912 -19.577 18.555 0.534
H 10.051 -21.085 18.750 -0.219
H 9.497 -19.696 19.618 0.268
```



Molecular formula: C4H11NS2
Method: DFT, ωB97M-V/def2-TZVPD

Output
energy above the lowest of the compared OMol25 structures with the same formula, charge and spin: 0.998 eV
E_tot: -1010.1017 a.u.
largest force on an atom: 0.49 eV/Å
frontier orbital gap: 9.5 eV
SMILES string: C=NCC.CSS

Geometry as XYZ:
```
18
Properties=species:S:1:pos:R:3:mulliken_charge:R:1
C 1.037 0.112 1.782 -0.367
N 0.021 0.127 1.038 -0.100
C -0.911 1.223 1.220 -0.375
C -0.901 2.162 0.019 -1.119
H 1.173 0.832 2.595 0.212
H 1.797 -0.646 1.628 0.231
H -1.916 0.808 1.321 0.253
H -0.663 1.803 2.120 0.345
H -1.422 3.085 0.278 0.351
H 0.116 2.466 -0.239 0.313
H -1.372 1.734 -0.861 0.279
C 0.837 -1.634 -2.366 -0.620
S 1.303 -2.464 -0.832 -0.085
S -0.529 -3.171 -0.183 -0.213
H 0.261 -2.287 -3.017 0.317
H 1.774 -1.339 -2.837 0.273
H 0.222 -0.761 -2.152 0.139
H -0.829 -2.050 0.488 0.166
```



Molecular formula: C19H19Cl20FN2O5S3
Method: DFT, ωB97M-V/def2-TZVPD

Output
E_tot: -11718.6866 a.u.
largest force on an atom: 6.48 eV/Å
frontier orbital gap: 7.1 eV
SMILES string: C[C@H](F)[C@@]1(C[C@@H]2CO2)OS(=O)(=O)O[C@@H]1CCCSC(=S)n1ccnc1.ClC(Cl)(Cl)Cl.ClC(Cl)(Cl)Cl.ClC(Cl)(Cl)Cl.ClC(Cl)(Cl)Cl.ClC(Cl)(Cl)Cl

Geometry as XYZ:
```
69
Properties=species:S:1:pos:R:3:mulliken_charge:R:1
C 2.265 -1.742 2.581 -0.922
C 3.316 -0.810 1.742 0.029
F 3.901 0.237 2.609 -0.354
C 2.716 -0.232 0.302 1.231
C 1.935 1.178 0.525 -0.463
C 2.539 2.371 -0.653 0.314
C 2.085 4.008 -0.290 -0.446
O 1.443 3.097 -1.499 -0.424
O 3.905 -0.332 -0.554 -0.438
S 4.040 -1.793 -1.447 1.137
O 5.233 -2.621 -0.883 -0.543
O 4.191 -1.358 -2.926 -0.541
O 2.515 -2.431 -0.927 -0.413
C 1.668 -1.291 -0.447 -0.357
C 0.928 -0.825 -1.832 -0.338
C -0.289 -1.943 -2.091 -0.766
C -1.597 -1.485 -1.197 0.270
S -3.099 -1.480 -2.315 -0.067
C -4.148 0.036 -1.830 0.049
S -3.992 1.402 -2.872 -0.162
N -5.094 0.026 -0.615 0.282
C -5.278 -1.118 0.401 0.810
C -6.450 -0.474 1.365 -0.660
N -6.816 0.936 0.901 -0.458
C -5.979 1.248 -0.337 -0.118
H 1.858 -2.682 1.967 0.226
H 1.342 -1.136 3.035 0.205
H 2.833 -2.191 3.501 0.373
H 4.216 -1.525 1.427 0.176
H 2.052 1.674 1.578 0.514
H 0.787 1.159 0.269 -0.363
H 3.679 2.183 -1.142 0.189
H 1.339 4.219 0.588 0.245
H 2.424 4.830 -1.075 0.234
H 0.793 -1.689 0.218 0.281
H 1.619 -0.913 -2.799 0.316
H 0.469 0.256 -1.797 0.169
H 0.072 -2.994 -1.665 0.243
H -0.512 -2.100 -3.228 0.497
H -1.818 -2.220 -0.283 0.246
H -1.402 -0.400 -0.768 -0.362
H -4.723 -2.153 0.445 -0.599
H -6.923 -1.018 2.285 0.523
H -6.015 2.257 -0.935 0.298
Cl -8.981 -5.010 2.328 -0.100
C -9.523 -3.493 3.088 0.341
Cl -9.525 -3.684 4.860 -0.097
Cl -8.417 -2.172 2.634 -0.170
Cl -11.171 -3.105 2.531 -0.094
Cl -2.686 3.030 3.293 -0.116
C -2.671 1.303 2.857 0.216
Cl -2.121 0.343 4.254 -0.122
Cl -4.314 0.792 2.396 0.117
Cl -1.562 1.046 1.486 0.007
Cl 4.168 3.907 -2.582 -0.037
C 5.729 4.336 -3.326 0.273
Cl 6.398 5.775 -2.516 -0.085
Cl 6.865 2.974 -3.150 -0.072
Cl 5.487 4.687 -5.056 -0.097
Cl -6.001 -4.407 2.325 0.015
C -4.471 -5.142 1.784 0.250
Cl -4.723 -6.878 1.472 -0.105
Cl -3.924 -4.343 0.288 -0.080
Cl -3.234 -4.940 3.051 -0.102
Cl 9.631 4.960 -3.809 -0.067
C 10.529 4.964 -2.271 0.318
Cl 10.970 6.637 -1.844 -0.094
Cl 9.508 4.273 -0.985 -0.074
Cl 12.009 3.987 -2.444 -0.092
```



Molecular formula: C4H13NS2
Method: DFT, ωB97M-V/def2-TZVPD

Output
energy above the lowest of the compared OMol25 structures with the same formula, charge and spin: 0.381 eV
E_tot: -1011.3089 a.u.
largest force on an atom: 0.36 eV/Å
frontier orbital gap: 9.8 eV
SMILES string: NCCS.CCS

Geometry as XYZ:
```
20
Properties=species:S:1:pos:R:3:mulliken_charge:R:1
N 0.815 1.433 0.467 -0.455
C -0.331 2.336 0.639 -0.652
C -1.400 1.991 -0.372 -0.425
S -2.938 2.921 -0.028 -0.246
H 1.176 1.497 -0.480 0.206
H 1.570 1.749 1.068 0.222
H -0.033 3.386 0.565 0.364
H -0.733 2.188 1.641 0.320
H -1.082 2.207 -1.390 0.363
H -1.619 0.930 -0.299 0.204
H -3.773 1.939 -0.382 0.122
C 0.428 -2.009 0.556 -1.145
C 1.889 -2.413 0.485 -0.352
S 2.113 -3.570 -0.901 -0.257
H -0.212 -2.875 0.713 0.435
H 0.114 -1.527 -0.370 0.267
H 0.285 -1.300 1.368 0.280
H 2.517 -1.542 0.319 0.316
H 2.198 -2.873 1.421 0.321
H 3.340 -4.004 -0.596 0.112
```



Molecular formula: C37H34ClF4GeN4RuS
Method: DFT, ωB97M-V/def2-TZVPD

Output
2S+1: 6
energy above the lowest of the compared OMol25 structures with the same formula, charge and spin: 1.551 eV
<S²>: 8.79
E_tot: -5078.8802 a.u.
largest force on an atom: 1.03 eV/Å
frontier orbital gap (spin up / spin down): 4.2 / 5.6 eV
total charge: -2

Geometry as XYZ:
```
83
Properties=species:S:1:pos:R:3:mulliken_charge:R:1
Ru -1.202 -0.283 0.557 -0.152
C -1.757 -2.966 2.576 -1.358
C -1.548 -3.607 1.210 -0.874
N -1.866 -2.741 0.064 1.458
C -1.367 -3.357 -1.170 -0.735
C 0.139 -3.237 -1.357 -1.023
C -3.301 -2.489 0.004 -1.116
C -3.696 -1.532 -1.106 -1.390
N -2.797 -0.390 -1.131 0.751
C -2.908 0.511 -2.111 -0.624
C -1.981 1.598 -2.174 0.093
F -1.028 1.681 -1.220 0.573
C -1.984 2.559 -3.146 -0.155
F -1.050 3.532 -3.096 -0.356
C -2.910 2.569 -4.179 -0.847
C -3.831 1.547 -4.148 0.193
F -4.776 1.492 -5.118 -0.360
C -3.853 0.570 -3.177 0.600
F -4.857 -0.342 -3.272 -0.370
H -1.208 -3.539 3.326 0.455
H -2.807 -2.923 2.874 0.411
H -1.363 -1.951 2.592 0.192
H -2.147 -4.531 1.129 0.402
H -0.502 -3.893 1.131 0.295
H -1.852 -2.862 -2.010 0.316
H -1.668 -4.418 -1.192 0.236
H 0.433 -2.190 -1.276 -0.092
H 0.415 -3.605 -2.351 0.515
H 0.704 -3.805 -0.614 0.294
H -3.592 -2.045 0.958 0.362
H -3.861 -3.433 -0.117 0.264
H -4.730 -1.232 -0.904 0.499
H -3.713 -2.061 -2.061 0.536
H -2.907 3.326 -4.950 0.482
S 2.300 -4.287 2.061 -0.509
C 1.829 -2.726 1.784 0.394
N 1.325 -1.781 1.314 -0.201
C 0.806 -0.587 0.889 0.745
Ge 2.046 0.542 -0.004 1.179
C 2.253 0.408 -1.957 -0.403
C 2.807 -0.738 -2.533 0.170
C 2.892 -0.877 -3.915 -0.838
C 2.405 0.124 -4.746 -0.478
C 1.825 1.255 -4.191 -0.647
C 1.749 1.393 -2.807 -0.358
C 1.646 2.432 0.390 -0.267
C 0.518 2.813 1.119 0.020
C 0.325 4.136 1.501 -0.657
C 1.256 5.105 1.152 -0.460
C 2.387 4.746 0.426 -0.717
C 2.580 3.418 0.058 -0.272
C 3.849 0.245 0.766 -0.130
C 5.018 0.078 0.019 -0.396
C 6.233 -0.221 0.634 -0.590
C 6.298 -0.355 2.013 -0.403
C 5.148 -0.179 2.773 -0.608
C 3.939 0.115 2.153 -0.375
H 3.171 -1.536 -1.891 0.545
H 3.330 -1.773 -4.343 0.375
H 2.464 0.015 -5.823 0.359
H 1.422 2.030 -4.834 0.432
H 1.284 2.278 -2.381 0.320
H -0.211 2.064 1.399 0.203
H -0.549 4.406 2.083 0.455
H 1.105 6.138 1.448 0.350
H 3.119 5.499 0.157 0.360
H 3.475 3.140 -0.493 0.374
H 4.982 0.183 -1.061 0.316
H 7.126 -0.360 0.033 0.381
H 7.236 -0.609 2.493 0.338
H 5.189 -0.288 3.851 0.371
H 3.038 0.230 2.751 0.300
Cl -5.896 0.607 3.839 -0.320
C -4.133 0.648 3.797 0.333
C -3.431 0.796 5.014 -0.640
C -2.004 0.816 4.874 -0.697
C -1.420 0.695 3.649 -0.462
N -2.125 0.548 2.474 0.107
C -3.508 0.531 2.596 -1.058
H -3.937 0.885 5.963 0.409
H -1.373 0.914 5.751 0.361
H -0.341 0.699 3.537 0.278
H -4.076 0.431 1.678 0.539
```



Molecular formula: C4H6N2OS
Method: DFT, ωB97M-V/def2-TZVPD

Output
energy above the lowest of the compared OMol25 structures with the same formula, charge and spin: 6.021 eV
E_tot: -738.7834 a.u.
largest force on an atom: 3.07 eV/Å
frontier orbital gap: 8.8 eV
SMILES string: C#CCN(O)/C=N\S

Geometry as XYZ:
```
14
Properties=species:S:1:pos:R:3:mulliken_charge:R:1
C 3.245 -0.794 -0.471 0.324
C 2.239 -0.208 -0.205 -0.762
C 1.140 0.512 0.398 -0.495
N -0.183 0.073 -0.067 0.034
O -0.609 -1.143 0.484 -0.465
C -1.206 0.997 -0.140 0.169
N -2.450 0.722 -0.291 -0.451
S -3.233 -0.762 -0.134 -0.110
H 4.169 -1.295 -0.796 0.417
H 1.329 0.315 1.437 0.290
H 1.249 1.573 0.240 0.331
H -0.413 -1.838 -0.086 0.335
H -0.844 2.041 -0.075 0.246
H -4.434 -0.192 -0.296 0.137
```